Entry 1:
{
  "formula": "C6H15NO2",
  "method": "ωB97M-V/def2-TZVPD",
  "de_lowest_ev": 1.612,
  "lumo_ha": 0.034,
  "total_charge": 0,
  "spin_multiplicity": 1,
  "smiles": "C/C(O)=C\\N.CC(C)O",
  "elements": ["C", "C", "O", "C", "N", "H", "H", "H", "H", "H", "H", "H", "C", "C", "C", "O", "H", "H", "H", "H", "H", "H", "H", "H"],
  "xyz": [[2.570998, 1.145562, 0.575950], [1.831041, 0.381317, -0.484143], [1.184514, 1.187384, -1.376109], [1.693930, -0.953830, -0.507397], [2.197109, -1.847988, 0.460277], [2.741532, 2.156055, 0.213558], [3.526347, 0.676435, 0.809399], [1.984655, 1.208329, 1.493459], [0.382401, 0.703676, -1.731267], [1.265959, -1.442171, -1.374211], [2.764000, -1.392292, 1.163616], [2.703747, -2.623499, 0.054020], [-1.470549, 1.083866, 0.648121], [-2.142739, 0.266369, -0.453902], [-3.033554, -0.824650, 0.136085], [-1.180471, -0.299803, -1.331755], [-0.877589, 0.431974, 1.288954], [-2.220920, 1.585219, 1.252913], [-0.806879, 1.825941, 0.212504], [-2.740635, 0.927918, -1.089911], [-3.826656, -0.381484, 0.733315], [-3.486398, -1.413248, -0.659452], [-2.446803, -1.484617, 0.774621], [-0.613042, -0.916463, -0.808644]],
  "forces_ev_per_a": [[-0.159, -0.181, -0.276], [-0.374, -0.564, 0.314], [-0.853, -0.305, -0.654], [0.679, 0.391, -0.343], [0.025, -0.079, 0.311], [0.088, 0.038, 0.025], [0.067, 0.025, 0.029], [-0.031, 0.053, 0.085], [0.922, 0.606, 0.534], [-0.212, 0.043, -0.015], [-0.017, -0.099, -0.054], [0.020, 0.075, 0.054], [-0.085, -0.084, -0.374], [-0.277, 0.100, 0.489], [0.076, 0.248, -0.310], [0.689, -0.789, 0.150], [0.035, -0.083, 0.098], [-0.067, 0.063, 0.123], [0.044, 0.102, -0.003], [0.047, -0.070, 0.080], [-0.077, 0.014, 0.102], [-0.016, -0.057, -0.019], [0.051, -0.064, 0.064], [-0.574, 0.617, -0.408]]
}

Entry 2:
{
  "formula": "C6H15NO2",
  "method": "ωB97M-V/def2-TZVPD",
  "de_lowest_ev": 2.570,
  "lumo_ha": 0.037,
  "total_charge": 0,
  "spin_multiplicity": 1,
  "smiles": "CC[C@](N)(O)[C@@H](C)OC",
  "elements": ["C", "C", "C", "N", "O", "C", "C", "O", "C", "H", "H", "H", "H", "H", "H", "H", "H", "H", "H", "H", "H", "H", "H", "H"],
  "xyz": [[-1.965406, -0.905191, 1.493952], [-0.684960, -1.518748, 0.970973], [0.460796, -0.779452, -0.084603], [0.411156, -1.440222, -1.340975], [1.733815, -0.974678, 0.446699], [0.016011, 0.665010, -0.071198], [0.016466, 1.456292, 1.225775], [1.159668, 1.462915, -0.883272], [0.987775, 1.536693, -2.273918], [-2.611051, -1.687269, 1.910892], [-2.542547, -0.428669, 0.696863], [-1.785994, -0.215859, 2.322262], [-0.975092, -2.412682, 0.407319], [-0.100776, -1.898287, 1.817549], [0.718378, -2.403910, -1.245765], [1.005826, -0.974992, -2.015555], [2.131555, -0.091372, 0.541271], [-0.892023, 0.832354, -0.652247], [0.651309, 2.348029, 1.201793], [-0.988684, 1.824455, 1.431843], [0.373534, 0.918453, 2.108096], [-0.050751, 1.359115, -2.595020], [1.634695, 0.801822, -2.778963], [1.296301, 2.526193, -2.633774]],
  "forces_ev_per_a": [[-0.193, 0.427, 0.008], [1.841, -1.047, -1.283], [-2.692, -0.949, 2.521], [-1.037, 0.180, -0.812], [0.680, 0.981, 0.993], [2.962, 2.179, -2.263], [-0.125, 0.042, 0.803], [-1.815, -0.928, 1.193], [0.096, -0.248, -0.424], [0.213, -0.034, -0.170], [-0.002, 0.173, 0.171], [-0.101, 0.163, -0.283], [0.089, 0.069, -0.015], [0.104, 0.243, -0.168], [-0.026, 0.239, 0.071], [0.104, -0.119, 0.100], [0.128, -0.415, -0.087], [0.060, -0.274, 0.079], [-0.043, -0.263, -0.589], [0.000, -0.138, 0.124], [-0.211, -0.337, -0.185], [0.206, 0.045, 0.121], [-0.154, 0.096, -0.085], [-0.083, -0.085, 0.179]]
}

Entry 3:
{
  "formula": "C6H15NO2",
  "method": "ωB97M-V/def2-TZVPD",
  "de_lowest_ev": 1.256,
  "lumo_ha": 0.018,
  "total_charge": 0,
  "spin_multiplicity": 1,
  "smiles": "CCN(CC)C(C)=O.O",
  "elements": ["C", "C", "N", "C", "C", "C", "C", "O", "H", "H", "H", "H", "H", "H", "H", "H", "H", "H", "H", "H", "H", "O", "H", "H"],
  "xyz": [[1.255118, 1.086806, 1.541049], [0.221997, 0.309787, 0.796560], [-0.107702, 0.999782, -0.422571], [-1.037917, 2.140025, -0.236413], [-2.500596, 1.799611, -0.651945], [0.459117, 0.752050, -1.630397], [1.467978, -0.345451, -1.759012], [0.051482, 1.292151, -2.707531], [1.200384, 0.591366, 2.525000], [1.027403, 2.157905, 1.673324], [2.284118, 0.990885, 1.155609], [0.495288, -0.724946, 0.513539], [-0.731702, 0.264735, 1.356797], [-1.076606, 2.543962, 0.793534], [-0.663002, 2.943528, -0.899195], [-2.910407, 2.784103, -0.933838], [-3.067459, 1.417311, 0.213568], [-2.639413, 1.105468, -1.497816], [1.847716, -0.229058, -2.788019], [0.995048, -1.337809, -1.668684], [2.321185, -0.297550, -1.061624], [0.293918, -7.070930, 2.122077], [1.085608, -6.487317, 2.151464], [-0.271557, -6.686415, 1.414522]],
  "forces_ev_per_a": [[0.670, -0.657, 1.732], [-0.638, -0.195, -1.185], [-0.600, 1.064, -0.241], [-0.275, -0.237, -1.715], [0.088, 0.639, 0.360], [-2.002, 0.824, -2.384], [0.844, -0.342, -0.347], [0.953, -0.612, 2.841], [0.694, 0.600, 0.150], [-0.116, -0.535, -0.186], [-0.513, -0.025, -0.025], [0.146, 0.494, 0.621], [0.553, -0.179, 0.002], [0.518, -0.579, -0.419], [-0.253, -0.359, 0.347], [-0.336, -0.519, 0.069], [0.143, 0.092, -0.356], [0.513, 0.390, 0.341], [-0.091, -0.265, 0.521], [0.127, 0.371, -0.003], [-0.426, 0.033, -0.122], [0.232, 1.010, -0.695], [-0.870, -0.617, -0.063], [0.638, -0.395, 0.756]]
}

Entry 4:
{
  "formula": "C6H15NO2",
  "method": "ωB97M-V/def2-TZVPD",
  "de_lowest_ev": 2.209,
  "lumo_ha": 0.032,
  "total_charge": 0,
  "spin_multiplicity": 1,
  "smiles": "C=C(C)C.CNC(O)O",
  "elements": ["C", "C", "C", "C", "H", "H", "H", "H", "H", "H", "H", "H", "C", "N", "C", "O", "O", "H", "H", "H", "H", "H", "H", "H"],
  "xyz": [[-1.411180, 1.514560, 0.597886], [-1.588235, 0.186921, 0.353815], [-2.529773, -0.284979, -0.709186], [-1.072691, -0.859709, 1.282522], [-2.044301, 2.238112, 0.098747], [-1.003201, 1.825984, 1.550742], [-2.079782, -1.105327, -1.268786], [-3.444368, -0.664601, -0.245728], [-2.801751, 0.517496, -1.392123], [-0.462326, -1.574261, 0.731063], [-0.451178, -0.431129, 2.065621], [-1.910601, -1.396433, 1.736319], [2.710373, -1.009512, 0.403235], [1.839482, 0.151598, 0.357758], [1.447533, 0.551741, -0.969023], [0.489108, -0.483157, -1.399196], [0.874839, 1.774770, -0.975939], [2.189584, -1.849827, -0.051294], [3.661220, -0.859675, -0.128897], [2.926850, -1.247506, 1.443194], [2.262198, 0.950724, 0.816446], [2.288092, 0.536341, -1.696426], [0.151173, -0.185978, -2.251280], [-0.041064, 1.703847, -0.349471]],
  "forces_ev_per_a": [[-1.243, -1.210, 0.574], [-0.775, 1.243, 0.838], [0.335, -0.013, -0.207], [0.368, -0.020, -0.078], [0.229, 0.075, -0.329], [0.411, 0.026, -0.105], [-0.048, -0.038, -0.065], [0.059, 0.001, 0.049], [-0.004, 0.009, -0.043], [-0.036, -0.088, -0.015], [-0.037, 0.008, 0.003], [-0.022, 0.027, -0.062], [0.002, 0.066, -0.042], [0.007, 0.201, -0.046], [-0.390, -1.272, -0.239], [0.784, 0.539, 0.147], [-2.312, 0.602, 1.349], [0.048, -0.080, 0.040], [-0.027, -0.055, 0.001], [0.032, -0.080, -0.006], [-0.033, -0.044, -0.123], [-0.223, 0.117, 0.225], [0.095, 0.013, -0.047], [2.778, -0.027, -1.820]]
}

Entry 5:
{
  "formula": "C6H15NO4PS",
  "method": "ωB97M-V/def2-TZVPD",
  "lumo_ha": 0.114,
  "total_charge": -1,
  "spin_multiplicity": 1,
  "elements": ["O", "C", "N", "P", "O", "C", "C", "S", "O", "H", "H", "H", "H", "H", "H", "H", "C", "C", "C", "O", "H", "H", "H", "H", "H", "H", "H", "H"],
  "xyz": [[2.126270, -0.875466, -2.455074], [1.021148, -1.305683, -2.325057], [-0.077832, -1.756543, -2.203010], [-1.250321, -0.912965, -0.910769], [-2.565814, -1.931832, -1.410092], [-3.666503, -1.156887, -1.732972], [-3.123542, 0.183616, -2.323878], [-3.918752, 1.688232, -1.543908], [-1.767974, 0.160796, -2.203287], [-0.819416, -1.896774, 0.005048], [-0.202314, -0.002203, -0.583728], [-2.112421, -0.277588, 0.059956], [-4.274592, -1.683330, -2.472951], [-4.306410, -0.950305, -0.869028], [-3.397936, 0.304606, -3.374872], [-3.039972, 1.751258, -0.539016], [1.927652, 1.837140, 1.814743], [2.245672, 0.446574, 2.346188], [3.740375, 0.254103, 2.566786], [1.721244, -0.550399, 1.488520], [2.410768, 1.985472, 0.845160], [0.853270, 1.948592, 1.671587], [2.278448, 2.614862, 2.496735], [1.721838, 0.295888, 3.293630], [4.273591, 0.364001, 1.618440], [3.941834, -0.744779, 2.954579], [4.137621, 0.990436, 3.268677], [2.108356, -0.451174, 0.609519]],
  "forces_ev_per_a": [[-0.106, -0.052, 0.092], [0.086, -0.128, -0.198], [0.128, 0.207, 0.086], [-0.411, -0.127, 0.201], [0.358, -0.109, 0.165], [-0.057, 0.132, -0.119], [-0.162, -0.164, -0.196], [0.056, 0.064, -0.111], [0.178, 0.355, 0.266], [0.011, -0.074, -0.003], [0.038, -0.026, -0.207], [-0.016, 0.048, -0.037], [-0.033, 0.010, -0.108], [0.038, 0.013, 0.118], [-0.059, -0.058, -0.021], [-0.041, -0.045, 0.112], [-0.043, -0.015, -0.003], [0.045, 0.119, -0.105], [-0.003, -0.048, -0.013], [0.091, -0.151, 0.119], [0.015, 0.013, 0.007], [0.001, -0.009, -0.006], [0.009, -0.004, 0.005], [0.001, 0.003, 0.012], [0.006, 0.018, 0.006], [-0.007, 0.000, -0.003], [-0.009, 0.010, 0.003], [-0.114, 0.017, -0.061]]
}

Entry 6:
{
  "formula": "C6H15NO4Tl",
  "method": "ωB97M-V/def2-TZVPD",
  "de_lowest_ev": 2.035,
  "lumo_ha": -0.327,
  "total_charge": 1,
  "spin_multiplicity": 1,
  "elements": ["Tl", "C", "C", "O", "O", "H", "H", "H", "O", "H", "C", "C", "C", "O", "C", "N", "H", "H", "H", "H", "H", "H", "H", "H", "H", "H", "H"],
  "xyz": [[0.663550, 0.592989, -1.029511], [1.804414, 5.565130, -0.935872], [2.114316, 4.279825, -0.170954], [2.734446, 4.335081, 0.865890], [1.738649, 3.183346, -0.751422], [2.721256, 6.005335, -1.326923], [1.404366, 6.248822, -0.188701], [1.133416, 5.475685, -1.782413], [-0.412758, -0.299291, -3.271475], [-1.102141, 0.307561, -3.587021], [0.070203, -3.200084, 2.352713], [0.068962, -2.459653, 1.025136], [-1.330159, -2.013499, 0.627915], [-1.290012, -1.133067, -0.494229], [-2.466102, -1.287954, -1.273233], [0.961012, -1.281749, 1.099877], [-0.425872, -4.173154, 2.315236], [-0.370083, -2.610680, 3.157106], [1.089775, -3.509396, 2.600190], [0.366095, -3.150357, 0.232922], [-1.785955, -1.469239, 1.464747], [-1.940834, -2.888580, 0.405793], [-3.413061, -1.236882, -0.728292], [-2.425440, -2.219894, -1.841761], [-2.554172, -0.493693, -2.008880], [1.872650, -1.722454, 1.238966], [0.773479, -0.844145, 2.004196]],
  "forces_ev_per_a": [[-0.642, -0.286, -0.848], [-0.308, 0.976, -0.694], [1.415, -2.017, 1.943], [-0.294, 0.873, -0.141], [-1.596, -0.620, -1.977], [0.247, -0.310, 0.281], [-0.067, -0.051, -0.025], [-0.190, -0.410, 0.177], [1.126, 0.610, 1.701], [0.158, 0.265, 0.114], [0.279, -0.694, -0.022], [-1.060, -0.167, -0.437], [0.145, 0.477, 0.745], [-0.113, -0.092, 0.176], [-0.761, 0.157, -1.129], [0.389, -0.454, -0.118], [-0.431, 0.251, -0.229], [0.105, 0.018, 0.043], [0.063, 0.426, 0.185], [0.607, 0.294, -0.025], [-0.145, -0.101, -0.002], [0.006, -0.006, -0.050], [0.360, -0.153, 0.581], [0.035, -0.060, 0.162], [0.423, 0.112, 0.087], [0.264, 0.653, -0.277], [-0.017, 0.310, -0.219]]
}

no.,M (g/mol)
1,133.19
2,133.19
3,133.19
4,133.19
5,228.23
6,369.57